No. 1
The following is a quantum chemistry calculation of a structure of composition C4H16B2Cs3O2S, from the OMol25 dataset.

Geometry as XYZ:
```
28
Properties=species:S:1:pos:R:3:lowdin_charge:R:1
Cs 1.6067 -4.9544 2.1101 0.9552
Cs 4.5422 -1.0546 -3.1208 0.9239
Cs 6.6218 -0.1920 4.8404 0.9296
B 2.8267 0.1983 1.7608 -0.4329
H 2.0092 0.4388 1.0989 -0.1042
H 3.3658 1.1235 1.8933 -0.1065
H 2.4787 -0.1793 2.7097 -0.1177
H 3.5109 -0.5158 1.3294 -0.1253
B 9.0905 -2.0660 -0.1180 -0.4433
H 8.1358 -2.5221 -0.3292 -0.1351
H 9.4198 -2.5705 0.7772 -0.1215
H 9.7825 -2.1842 -0.9374 -0.1060
H 8.9950 -1.0487 0.2287 -0.1219
C -6.2918 1.1693 -0.8812 -0.1435
C -5.3609 1.7876 0.2460 -0.1795
C -3.8575 1.7465 -0.1396 -0.2195
S -3.5023 0.2411 -1.1603 0.6908
O -3.2920 -1.0301 -0.4342 -0.3646
O -2.7073 0.5762 -2.2933 -0.3391
C -5.2878 0.2794 -1.7486 -0.2234
H -6.6547 1.8474 -1.6535 0.1027
H -7.0653 0.5040 -0.4975 0.1017
H -5.5084 1.3005 1.2099 0.1101
H -5.4918 2.8680 0.3068 0.1050
H -3.0380 1.7318 0.5789 0.1003
H -3.5908 2.5087 -0.8717 0.0967
H -5.5163 -0.7063 -2.1538 0.0892
H -5.2204 0.7027 -2.7508 0.0787
```

As for the HOMO energy: -8.50 eV. Its strongest force on any atom is 4.8 eV/Å. As for the HOMO-LUMO gap: 4.9 eV. The charge is +1.



No. 2
The following is a quantum chemistry calculation of a cluster of 15 separate species, C30H45BrCl28N4OS in total, from the OMol25 dataset.

Geometry as XYZ:
```
110
Properties=species:S:1:pos:R:3:lowdin_charge:R:1
Br 3.6073 0.7741 1.5282 0.9273
N 1.7804 0.2902 1.2639 -0.4844
C 1.0867 0.4698 -0.0776 0.0259
C -0.5209 0.1076 -0.3462 0.0756
C -1.3611 -0.4843 0.9313 -0.0697
C -2.9528 -0.8770 0.9603 -0.1122
C -4.0947 0.0906 0.2872 0.0756
C -5.6887 -0.3811 0.4197 0.0902
N -6.1190 -1.6661 1.1565 -0.0694
C -7.6057 -1.9389 1.2346 -0.1507
C -8.2364 -1.8723 2.7551 -0.1820
C -7.5227 -0.7683 3.7408 -0.2774
C -7.7156 0.7946 3.2770 -0.4667
S -9.3591 1.1807 2.4652 0.8806
C -9.1548 1.9852 0.7856 -0.4766
N -8.6091 3.3348 0.3583 0.0356
N -8.8010 3.2616 -1.0404 -0.0471
C -9.4137 1.9690 -1.5598 -0.0376
O -9.6062 1.1602 -0.3461 -0.1458
C -5.0597 -2.6017 1.7707 0.0708
C -3.4239 -2.2609 1.7177 0.0181
C -0.5358 -0.6925 2.3708 0.0162
C 1.0621 -0.2822 2.4660 -0.0232
H 1.7167 0.9144 -0.9580 0.1406
H -1.0500 0.2753 -1.3848 0.1293
H -3.8051 1.0861 -0.2673 0.1264
H -6.4824 0.3538 -0.0766 0.1494
H -8.1498 -1.1172 0.5633 0.1349
H -7.8283 -2.9868 0.7639 0.1432
H -9.4157 -1.6936 2.7597 0.1277
H -8.0958 -2.9334 3.2824 0.1211
H -6.3620 -0.9451 3.8591 0.0917
H -8.0026 -0.8585 4.8285 0.0922
H -6.8220 1.0958 2.5545 0.0823
H -7.6239 1.5186 4.2194 0.1062
H -9.6960 1.6164 -2.6398 0.1430
H -5.3533 -3.6167 2.3217 0.1546
H -2.6117 -2.9724 2.2080 0.1319
H -1.1241 -1.1343 3.3054 0.0563
H 1.5720 -0.4426 3.5254 0.0906
C -4.7791 -4.7653 -1.7880 -1.0035
Cl -3.5337 -3.6194 -1.2771 0.5177
Cl -6.2525 -3.9240 -2.2846 0.5109
H -4.4013 -5.3488 -2.6311 0.0401
H -5.0135 -5.4311 -0.9540 0.0322
C 5.6488 3.8282 1.5732 -1.0247
Cl 4.8852 5.1012 0.6133 0.5299
Cl 7.1551 3.2840 0.8248 0.5004
H 5.8674 4.2173 2.5706 0.0439
H 4.9633 2.9807 1.6499 -0.0854
C 5.2759 -1.4434 -0.7626 -1.0399
Cl 5.5822 -3.0224 -0.0291 0.5317
Cl 6.6946 -0.8659 -1.6452 0.5333
H 4.4362 -1.5302 -1.4564 0.0304
H 5.0310 -0.7267 0.0252 -0.0979
C -6.0860 -2.8789 6.6683 -1.0003
Cl -4.6256 -3.1736 5.7167 0.4821
Cl -6.3347 -1.1487 6.9325 0.5412
H -6.9476 -3.2845 6.1325 0.0273
H -5.9861 -3.3758 7.6363 0.0391
C 4.5402 -6.4971 -0.0864 -1.0976
Cl 5.7092 -7.6262 -0.7819 0.5194
Cl 2.8833 -7.0539 -0.3506 0.4928
H 4.7209 -6.4148 0.9881 -0.0948
H 4.6663 -5.5194 -0.5578 -0.0298
C 7.6354 -0.8525 2.7183 -0.9991
Cl 7.2242 0.6328 1.8522 0.4859
Cl 6.2764 -1.4135 3.6998 0.5155
H 7.8942 -1.6274 1.9927 -0.0777
H 8.4897 -0.6584 3.3714 0.0438
C 5.1241 -5.0324 3.7405 -0.9836
Cl 3.8201 -4.5770 2.6372 0.5018
Cl 6.1570 -6.2762 3.0255 0.5622
H 5.7297 -4.1495 3.9591 -0.0214
H 4.6890 -5.4196 4.6650 0.0369
C 8.9140 4.8625 -2.0635 -1.0440
Cl 10.3744 4.5678 -3.0151 0.5362
Cl 8.6653 6.5926 -1.7993 0.5149
H 8.0524 4.4569 -2.5993 0.0246
H 9.0139 4.3655 -1.0955 -0.0143
C 8.8207 3.8149 -6.2042 -1.0411
Cl 7.5149 2.6327 -6.0544 0.5002
Cl 8.5550 4.8843 -7.5867 0.5218
H 8.8629 4.4158 -5.2926 -0.0282
H 9.7664 3.2850 -6.3410 0.0342
C 3.7233 3.2432 -6.6153 -1.0403
Cl 2.5107 1.9783 -6.3814 0.4778
Cl 3.3288 4.2521 -8.0123 0.5148
H 3.7593 3.8712 -5.7217 0.0287
H 4.6978 2.7762 -6.7776 -0.0141
C 2.4209 5.1766 -11.8361 -1.0405
Cl 3.6663 6.3226 -11.3252 0.4905
Cl 0.9475 6.0179 -12.3326 0.5007
H 2.7987 4.5931 -12.6791 0.0305
H 2.1865 4.5108 -11.0020 0.0055
C 10.0376 -4.1403 2.0390 -0.9781
Cl 9.5817 -4.1868 3.7463 0.5136
Cl 8.6938 -3.5793 1.0367 0.5302
H 10.8827 -3.4588 1.9149 0.0370
H 10.3241 -5.1453 1.7198 0.0377
C -11.2477 4.8123 -3.0769 -1.0454
Cl -12.2760 6.2099 -3.4152 0.5245
Cl -12.2167 3.3544 -2.8304 0.5060
H -10.5742 4.6532 -3.9225 0.0300
H -10.6655 5.0095 -2.1734 0.0096
C -0.1896 1.6888 5.2452 -0.9711
Cl -1.4985 0.5229 5.0153 0.5594
Cl 1.3026 0.8805 5.7404 0.5569
H -0.0134 2.2159 4.3044 0.0326
H -0.4812 2.4028 6.0192 0.0422
```

As for the HOMO energy: -12.74 eV. Its strongest force on any atom is 8.6 eV/Å. As for the HOMO-LUMO gap: 4.8 eV. The charge is +2.



No. 3
The following is a quantum chemistry calculation of a cluster of 5 separate species, C36H80ClN4 in total, from the OMol25 dataset.

Geometry as XYZ:
```
121
Properties=species:S:1:pos:R:3:lowdin_charge:R:1
C -0.2515 -4.1197 -4.2972 -0.0836
C -0.8485 -4.1127 -2.9020 -0.2511
C -1.8925 -3.0188 -2.6382 -0.1796
C -2.3202 -3.0658 -1.1667 -0.1043
N -3.5529 -2.1777 -0.9603 -0.2465
C -3.7796 -1.9500 0.5483 -0.1002
C -4.6313 -0.7154 0.6140 -0.1448
C -4.0676 0.1789 -0.4922 -0.1409
C -3.4174 -0.7701 -1.4914 -0.1161
C -4.7653 -2.9075 -1.5337 0.0587
H 0.0966 -3.1121 -4.5495 0.0531
H -0.8763 -4.4713 -5.1155 0.0893
H 0.6544 -4.7287 -4.3565 0.0789
H -0.0927 -4.0426 -2.1124 0.0824
H -1.3067 -5.0738 -2.6422 0.1211
H -2.6025 -2.9223 -3.4618 0.1273
H -1.3912 -2.0449 -2.7554 0.0969
H -1.5750 -2.7793 -0.4299 0.0832
H -2.7377 -4.0453 -0.9353 0.1315
H -4.2525 -2.8293 0.9821 0.1412
H -2.7463 -1.8684 0.8879 0.0770
H -5.6720 -0.9515 0.3831 0.1159
H -4.6851 -0.1492 1.5418 0.1232
H -4.8477 0.7709 -0.9727 0.1241
H -3.3657 0.9107 -0.0955 0.0885
H -3.8078 -0.6800 -2.5049 0.1388
H -2.3747 -0.4694 -1.6002 0.0925
H -5.6101 -2.2955 -1.2323 0.1063
H -4.8536 -3.9303 -1.1884 0.1168
H -4.6033 -2.8273 -2.6042 0.1004
C 1.5420 1.2302 -5.4811 -0.0874
C 1.0517 0.1325 -4.5059 -0.2425
C 2.2321 -0.5329 -3.7858 -0.1841
C 1.7007 -1.3000 -2.5780 -0.1488
N 2.8023 -1.9996 -1.8001 -0.2371
C 3.6050 -3.0190 -2.6341 -0.0664
C 4.1107 -4.0486 -1.6535 -0.1300
C 3.0000 -4.1603 -0.5973 -0.1271
C 2.2236 -2.8492 -0.6457 -0.1092
C 3.7397 -0.9726 -1.2314 0.0283
H 0.7779 1.4189 -6.2394 0.0781
H 2.3634 0.8972 -6.1153 0.0837
H 1.7125 2.1249 -4.8883 0.0647
H 0.4898 -0.5913 -5.0985 0.1065
H 0.3731 0.6106 -3.7971 0.1006
H 2.9927 0.1637 -3.4282 0.1085
H 2.7574 -1.1916 -4.4789 0.1240
H 0.9745 -1.9841 -3.0309 0.0951
H 1.1078 -0.7582 -1.8401 0.0638
H 4.3732 -2.3947 -3.0855 0.1317
H 2.9183 -3.3567 -3.4068 0.1349
H 5.0824 -3.8638 -1.2012 0.1239
H 4.1695 -5.0500 -2.0779 0.1274
H 3.3852 -4.1771 0.4224 0.1131
H 2.4056 -5.0461 -0.8001 0.1205
H 2.1520 -2.3064 0.2915 0.0877
H 1.2064 -2.9894 -1.0114 0.0836
H 4.3634 -0.5885 -2.0335 0.1011
H 4.4399 -1.5464 -0.6225 0.1147
H 3.2005 -0.2256 -0.6617 0.1093
C 3.9030 -2.1357 3.5531 -0.0929
C 2.9088 -2.0756 4.7056 -0.2491
C 1.8168 -1.0282 4.4374 -0.2070
C 0.7818 -0.9898 5.5408 -0.1243
N -0.4379 -0.2130 5.1426 -0.2376
C -1.2405 0.1808 6.3863 -0.0861
C -2.7067 -0.2147 6.1595 -0.1413
C -2.5252 -1.5159 5.4085 -0.1459
C -1.4189 -1.1512 4.4495 -0.1215
C -0.2201 0.9889 4.2759 -0.0057
H 3.3493 -2.3202 2.6254 0.0521
H 4.6122 -2.9560 3.6399 0.0823
H 4.4279 -1.1906 3.4145 0.0800
H 3.3582 -1.9825 5.6976 0.1212
H 2.3766 -3.0309 4.8008 0.1153
H 1.3441 -1.3845 3.5147 0.1049
H 2.3027 -0.0635 4.2818 0.1238
H 1.2671 -0.5559 6.4192 0.1491
H 0.5141 -2.0009 5.8479 0.1448
H -1.0640 1.2142 6.6731 0.1418
H -0.9115 -0.4838 7.1840 0.1359
H -3.2988 0.4976 5.5825 0.1220
H -3.1231 -0.2240 7.1675 0.1338
H -3.4660 -1.8003 4.9405 0.1281
H -2.2025 -2.3404 6.0480 0.1309
H -1.8010 -0.6020 3.5861 0.1134
H -1.0137 -2.0626 4.0056 0.1398
H 0.1382 0.6343 3.3128 0.0496
H 0.4566 1.6429 4.8216 0.1212
H -1.2003 1.4534 4.1978 0.1108
C 1.4940 6.1140 -3.6796 -0.1013
C 0.3754 6.9419 -3.0617 -0.2302
C -0.3966 6.1130 -2.0329 -0.2050
C 0.4475 5.8213 -0.7938 -0.0855
N 0.0986 4.4758 -0.1357 -0.2680
C -1.3794 4.4849 0.2420 -0.0770
C -1.4617 3.2945 1.2099 -0.1578
C -0.1125 3.1820 1.8526 -0.1857
C 0.7685 4.2405 1.1965 -0.0761
C 0.4254 3.3285 -1.0639 0.0449
H 2.1201 6.6562 -4.3952 0.0857
H 1.0619 5.2776 -4.2314 0.0746
H 2.2935 5.7993 -3.0027 0.0658
H -0.3511 7.2460 -3.8173 0.1197
H 0.7128 7.8921 -2.6432 0.1210
H -0.9361 5.3011 -2.5310 0.1109
H -1.2916 6.6426 -1.6788 0.1207
H 0.3161 6.5994 -0.0479 0.1431
H 1.4957 5.6170 -1.0115 0.1217
H -2.0847 4.4784 -0.5851 0.1375
H -1.6155 5.4221 0.7494 0.1442
H -1.6637 2.3553 0.6889 0.0673
H -2.3134 3.4003 1.8829 0.1273
H 0.3286 2.1995 1.6619 0.0566
H -0.0554 3.3130 2.9329 0.1104
H 1.8296 4.0438 1.0907 0.1454
H 0.5681 5.1683 1.7371 0.1413
H 0.0089 3.5493 -2.0403 0.0957
H 0.0388 2.4089 -0.6318 0.0632
H 1.5113 3.3299 -1.1310 0.1144
Cl -0.2365 -0.4141 0.5470 -0.2619
```

As for the HOMO energy: -15.74 eV. Its strongest force on any atom is 2.4 eV/Å. As for the HOMO-LUMO gap: 9.9 eV. The charge is +3. Its energy relative to the best compared isomer or geometry (same formula, charge and spin) is 35.5 kcal/mol.



No. 4
The following is a quantum chemistry calculation of the molecule C5H10O2, from the OMol25 dataset.

Geometry as XYZ:
```
17
Properties=species:S:1:pos:R:3:lowdin_charge:R:1
C 2.1131 -0.6932 0.4648 -0.0056
C 1.1591 0.4757 0.5744 -0.4014
O 0.0928 0.1531 1.4366 -0.0620
C -1.0720 0.7706 0.9066 -0.1477
C -0.8009 0.7523 -0.5805 -0.3084
C -1.5041 -0.7285 -1.1343 -0.0388
O 0.5835 0.7665 -0.7096 -0.0446
H 1.5719 -1.5546 0.0620 0.0865
H 2.9386 -0.4406 -0.2076 0.0864
H 2.5219 -0.9558 1.4454 0.0870
H 1.6767 1.3934 0.9068 0.1554
H -1.7981 0.0002 0.5328 0.0971
H -1.2653 1.7379 1.4300 0.1435
H -1.2909 1.5464 -1.1523 0.1447
H -1.1720 -0.7549 -2.1596 0.0483
H -2.6206 -0.8560 -1.1694 0.0797
H -1.1533 -1.6644 -0.6410 0.0797
```

As for the HOMO energy: -9.78 eV. Its strongest force on any atom is 4.1 eV/Å. As for the HOMO-LUMO gap: 10.9 eV. The charge is 0. Its energy relative to the best compared isomer or geometry (same formula, charge and spin) is 76.2 kcal/mol.



Question: Which formula does entry 1 have?
Answer: C4H16B2Cs3O2S



Question: What is the charge in the second record?
Answer: +2



Question: Which of these has the highest HOMO energy?
Answer: C4H16B2Cs3O2S